No. 1
Computed, not measured: a 6-piece molecular cluster, C19H53N3O9 overall at a distorted geometry, with the ωB97M-V functional and the def2-TZVPD basis.

Output
total charge	-1
spin multiplicity	2
energy	-1596.8997	a.u.

Element x y z (Å)
H -0.204 -0.454 -3.182
H 7.940 3.830 0.316
C 0.108 -2.305 2.976
H -2.562 0.751 -0.028
H 1.350 -0.569 4.600
H -2.829 -1.629 -1.108
H -2.779 0.363 -7.331
C -4.297 0.656 -5.753
O -1.998 1.596 -1.667
H 0.650 -1.486 2.503
C 3.622 2.662 -0.803
H 0.755 -3.175 2.865
H -0.580 -2.007 -3.845
H -2.970 -7.444 4.267
H -1.977 -3.742 3.693
H -3.007 -1.265 -4.986
N 5.630 3.925 -0.496
C -3.758 -6.733 4.515
C -1.463 0.978 1.496
C -0.956 -0.988 -3.762
H 3.892 4.962 -0.743
H 1.915 -2.118 4.616
H -0.427 -0.178 -5.768
H -6.556 0.996 -4.382
H -2.792 -1.481 5.264
H -1.411 -0.919 -0.956
C -3.042 -4.138 2.056
C -3.287 -0.216 -6.560
H -1.343 -2.452 -1.729
C 7.805 4.875 0.035
H 1.008 -1.578 6.081
H 4.227 1.831 -1.164
C -1.250 -2.459 2.276
H -1.842 -0.448 4.695
O -0.121 -1.979 4.280
H 4.444 4.264 -2.227
H -2.883 -4.122 0.978
N -2.385 -0.992 -5.733
H 6.979 4.733 -1.897
H -5.103 1.045 -6.376
H -1.534 0.776 -4.889
N -1.794 -3.767 2.700
O -4.823 -0.133 -4.689
C 1.067 -1.546 4.993
C 8.148 5.176 2.445
H -3.897 -0.892 -7.161
H 5.386 3.887 0.483
O 3.436 2.683 0.586
O -2.143 -0.887 -2.958
C -1.921 -1.528 -1.702
H -0.593 0.375 1.239
H -2.631 -6.267 2.177
O -3.622 -5.454 3.876
C 3.134 1.417 1.216
H 9.163 5.518 2.642
H -1.340 2.007 1.158
H 2.711 2.640 -1.401
H 8.734 5.227 -0.413
H -4.701 -7.245 4.326
C 4.348 4.064 -1.160
H 3.710 0.595 0.790
H -2.340 1.022 -2.353
O 7.589 5.683 1.241
H -3.826 -3.421 2.300
H 3.331 1.601 2.273
H -1.209 -2.409 1.187
H 2.103 1.098 1.067
C -5.705 0.589 -3.835
H -1.923 -1.699 2.672
H -5.086 1.347 -3.356
H -6.154 -0.049 -3.074
H -1.435 2.216 -2.131
H 6.334 5.984 -0.735
H 8.008 4.105 2.594
O -2.568 0.429 0.876
O -2.524 -0.566 5.356
H -3.739 1.475 -5.300
H -3.692 -6.542 5.586
H -1.597 1.074 2.573
H 7.530 5.654 3.205
C 6.635 4.947 -0.886
C -1.284 -0.264 -5.101
C -3.422 -5.580 2.477
H -4.374 -5.935 2.083

***

No. 2
Computed, not measured: a 7-piece molecular cluster, C19H54N8O9 overall at a distorted geometry, with the ωB97M-V functional and the def2-TZVPD basis.

Output
relative energy (zero: lowest compared OMol25 entry of this formula, charge and spin)	0.000	eV
SMILES	COCCNCCOC.COCCNCCOC.NC(N)=O.NC(N)=O.NC(N)=O.CCO.CCO
energy	-1871.5388	a.u.

Element x y z (Å)
N -0.784 -1.520 -2.008
H -2.797 2.748 -0.610
C -2.179 -0.604 3.007
H -6.749 -2.704 3.624
H 0.658 -0.217 1.429
H 4.515 -1.296 -0.189
H 3.671 -0.947 -2.934
H 5.464 -0.611 -4.402
O -0.758 -0.680 2.890
N 1.462 1.592 -0.404
H -0.115 -0.858 -2.387
C 1.512 5.172 0.498
N 2.551 5.814 -0.110
H 2.229 -0.792 -7.521
N 2.335 -2.263 -1.128
O -2.892 -2.032 -1.320
H 1.108 -0.701 -4.839
C -0.361 -0.580 1.543
H -2.187 -2.164 4.451
O 2.064 0.824 -5.772
O 4.738 -2.472 -3.878
H -5.248 -3.203 6.898
O -5.268 -3.499 4.840
H 4.229 -3.062 -1.574
O 0.604 4.643 -0.122
H -2.288 2.756 1.820
C 4.274 0.521 1.796
H 4.431 -1.983 1.456
H -3.740 -3.507 6.146
H 0.080 0.059 -6.083
H 2.395 6.060 -1.070
H -1.809 4.321 0.951
H 2.132 0.890 -0.110
C -2.533 -1.123 4.390
C 1.513 -1.282 -6.852
H -4.476 -1.432 3.853
H 2.019 1.231 -4.902
O -4.487 2.423 0.561
H -6.932 -2.346 5.343
C -4.669 -2.951 5.994
N -3.958 -1.000 4.605
H 2.937 -3.896 -2.350
H 4.592 -1.492 -5.743
H -0.512 -1.525 1.009
C 1.106 -0.209 -5.816
H -2.645 -1.250 2.256
H 0.956 4.491 2.362
N 0.108 2.477 -2.020
C 0.963 1.472 -1.648
C -4.442 -1.439 5.893
H -7.267 -3.969 4.781
H -3.867 4.120 -0.425
H 4.620 -0.014 2.682
H -3.700 -1.157 6.647
H 3.326 6.196 0.398
H 2.325 5.512 2.402
H 6.191 -1.970 -5.178
H 1.835 -2.165 0.871
H -0.515 -2.475 -1.851
H 2.996 -3.447 0.386
H 0.670 -1.578 -7.468
N 1.641 5.021 1.856
H 3.826 1.469 2.095
H -5.343 -0.888 6.177
H -0.219 2.497 -2.967
H -1.667 0.839 -1.891
H -2.422 0.456 2.905
H 5.122 0.774 1.147
C 3.255 -2.887 -2.066
H -4.827 1.894 -0.165
N -2.382 0.138 -1.813
C 5.219 -1.577 -4.857
C -3.433 3.273 0.117
O 1.207 0.525 -2.394
C -2.074 -1.201 -1.694
O 3.317 -0.233 1.090
H -1.981 -0.495 5.093
H -0.973 0.170 1.013
H 2.720 -1.989 -3.948
H -3.312 0.372 -1.521
H 2.053 -1.343 -1.436
H -3.223 4.222 2.024
H 1.111 2.220 0.295
C -2.602 3.669 1.316
H -0.020 3.251 -1.385
H 2.045 -2.102 -6.379
C 3.574 -1.996 -3.246
C 2.711 -2.402 0.272
C 3.859 -1.475 0.669
C -6.610 -3.108 4.627

***

No. 3
Computed, not measured: C19H55KO12 as an isolated structure at a distorted geometry, with the ωB97M-V functional and the def2-TZVPD basis.

Output
relative energy (zero: lowest compared OMol25 entry of this formula, charge and spin)	0.026	eV
energy	-2259.7440	a.u.

Element x y z (Å)
H 3.432 -2.641 0.933
H 1.061 -4.012 0.700
H -4.402 -0.189 2.787
C 0.112 -0.782 -0.560
H -3.446 4.402 -3.878
H -2.559 -1.331 3.740
C 1.998 2.689 -0.345
H -3.060 0.909 -0.088
H -3.357 0.846 -2.509
H 3.230 3.991 -2.402
H -2.128 -0.420 2.253
H -2.629 -2.572 0.949
H -2.263 3.050 -4.166
H 3.197 -0.591 -3.275
H 0.568 3.144 -1.973
H 1.897 -5.275 -0.261
H 1.804 0.711 2.326
C -0.241 -5.174 -0.608
C -2.297 3.766 -2.145
H -1.701 2.915 -1.815
C 1.632 3.056 -1.753
O -1.135 4.680 3.185
K -2.407 -2.712 -2.850
H -0.450 4.297 0.652
O -0.435 0.468 -0.674
H 2.078 -1.908 -1.674
H -1.295 0.229 -1.076
O -4.126 -1.043 2.441
H -3.436 -0.840 -0.244
H -4.887 2.881 -3.401
C -2.723 -1.242 2.662
H -0.067 -0.012 4.654
O -0.665 -1.744 -0.802
H 0.731 1.567 4.447
H -5.534 0.258 0.313
H 3.763 -0.811 2.600
C -0.793 3.434 2.589
O 4.037 -0.123 0.649
H 4.648 -3.270 -3.510
H 3.922 -2.325 -4.882
H -1.163 -4.972 -0.046
C -2.993 3.493 -3.491
H -1.652 4.641 -2.200
H 1.813 3.499 0.359
H 1.427 1.801 -0.065
C -3.615 0.155 -0.651
H 3.120 -0.408 0.491
H 1.656 0.112 4.770
C 3.581 -1.530 -2.859
C -5.110 0.453 -0.672
H -5.256 1.501 -0.942
H 0.087 0.712 2.167
C -2.340 -2.549 1.998
H 3.054 2.419 -0.304
C -1.062 3.511 1.090
C 0.795 0.501 4.222
O -0.112 -4.313 -1.737
C 0.990 -5.012 0.281
H -2.813 -3.389 2.509
H 4.568 -3.008 2.285
H -0.332 -6.203 -0.960
O 2.551 -2.382 -2.382
H 0.934 -5.754 1.088
H 1.944 2.263 -2.447
H -0.810 2.546 0.655
H 1.098 -1.308 1.602
H 0.269 3.228 2.773
H 5.346 -1.753 -4.032
H -3.097 3.893 -1.414
C 4.399 -2.287 -3.905
C 4.438 -0.949 1.747
H 5.430 -0.644 2.082
H -2.121 3.762 1.007
O -4.015 2.498 -3.289
O -3.090 0.060 -1.996
H -5.641 -0.137 -1.420
H -0.106 -3.388 -1.420
C 0.901 0.244 2.735
H 5.176 -2.666 0.641
H -1.341 2.594 3.032
O 1.322 -0.851 -0.241
C 4.405 -2.430 1.374
O 0.884 -1.167 2.544
H -1.258 -2.663 2.072
H -0.913 4.639 4.119
H 4.234 -1.289 -2.014
O 2.342 4.252 -2.148

***

No. 4
Computed, not measured: C19H56AsF6O9 as an isolated structure at a distorted geometry, with the ωB97M-V functional and the def2-TZVPD basis.

Output
relative energy (zero: lowest compared OMol25 entry of this formula, charge and spin)	0.000	eV
total charge	-1
energy	-4269.7370	a.u.

Element x y z (Å)
H -0.907 27.950 2.320
C 3.723 23.314 10.234
H 8.158 22.855 7.661
C 5.815 26.226 0.718
H 4.323 30.390 9.619
H 4.227 31.128 7.214
O -0.283 27.709 1.632
H 3.951 25.257 0.166
H 8.841 21.113 5.263
H 4.148 24.262 5.699
H 4.225 27.657 8.386
H 4.457 24.794 1.748
C 10.521 24.198 4.838
C 7.200 22.797 8.177
H 6.593 25.590 2.308
C 4.430 30.104 7.529
O 10.559 25.087 5.948
H 9.487 19.728 4.550
O 7.224 21.851 9.288
H 1.054 26.884 3.650
H 7.789 19.722 4.908
H 4.833 24.551 8.769
C 2.911 24.323 4.191
O 6.924 25.787 1.429
H 2.572 27.770 3.321
H 2.808 22.726 10.164
C 4.298 28.300 9.263
H 3.867 29.575 6.761
As 6.265 26.269 5.353
O 3.483 23.669 5.341
H 5.239 24.028 0.446
H 11.521 23.803 4.659
F 5.450 24.990 6.224
C 8.593 20.351 4.525
H 3.106 25.395 4.211
H 3.295 23.864 3.280
H 5.498 29.887 7.549
O 7.926 19.865 2.352
H 9.728 23.477 5.037
F 6.265 27.361 6.824
H 5.324 28.172 9.606
H 1.108 29.375 0.061
C 1.613 28.582 0.612
H 3.594 24.141 12.287
C 9.939 28.740 3.095
H 6.963 23.785 8.572
F 4.754 27.021 4.847
O 8.795 29.457 3.431
C 4.021 23.824 8.805
C 7.105 21.873 3.359
H 10.192 24.778 3.977
H 4.449 25.160 11.247
H 4.983 27.369 2.467
H 6.212 21.426 3.797
H 2.699 25.017 11.042
H 6.104 28.192 1.494
C 8.284 20.936 3.150
H 4.672 21.992 11.473
H 10.426 28.176 3.890
H 6.415 22.577 7.453
H 0.731 29.192 2.395
H 6.749 22.291 2.417
H 8.174 28.764 3.666
C 3.915 29.719 8.864
C 4.835 24.995 0.746
O 4.846 22.527 10.696
C 1.689 27.313 2.875
H 9.727 27.993 2.330
H 2.613 28.989 0.758
C 5.268 27.496 1.422
H 7.737 20.112 1.443
H 10.767 29.354 2.741
F 6.303 25.338 3.812
C 3.614 24.459 11.244
F 7.853 25.521 5.793
H 4.294 22.961 8.198
H 1.862 24.031 4.154
H 6.471 22.064 9.845
H 1.627 27.731 -0.069
H 1.993 26.386 2.391
H 7.499 22.704 3.944
H 9.662 25.353 6.163
H 9.155 21.363 2.653
H 3.156 24.226 8.278
H 3.700 27.830 10.043
C 0.945 28.236 1.918
H 2.418 30.710 8.389
H 4.460 27.973 0.868
H 6.154 26.438 -0.295
O 2.486 29.829 8.763
F 7.294 27.499 4.499

***

The highest energy belongs to which entry?
C19H53N3O9

***

Which of these has the highest energy?
C19H53N3O9

***

Repeat the first record exactly.
Computed, not measured: a 6-piece molecular cluster, C19H53N3O9 overall at a distorted geometry, with the ωB97M-V functional and the def2-TZVPD basis.

Output
total charge	-1
spin multiplicity	2
energy	-1596.8997	a.u.

Element x y z (Å)
H -0.204 -0.454 -3.182
H 7.940 3.830 0.316
C 0.108 -2.305 2.976
H -2.562 0.751 -0.028
H 1.350 -0.569 4.600
H -2.829 -1.629 -1.108
H -2.779 0.363 -7.331
C -4.297 0.656 -5.753
O -1.998 1.596 -1.667
H 0.650 -1.486 2.503
C 3.622 2.662 -0.803
H 0.755 -3.175 2.865
H -0.580 -2.007 -3.845
H -2.970 -7.444 4.267
H -1.977 -3.742 3.693
H -3.007 -1.265 -4.986
N 5.630 3.925 -0.496
C -3.758 -6.733 4.515
C -1.463 0.978 1.496
C -0.956 -0.988 -3.762
H 3.892 4.962 -0.743
H 1.915 -2.118 4.616
H -0.427 -0.178 -5.768
H -6.556 0.996 -4.382
H -2.792 -1.481 5.264
H -1.411 -0.919 -0.956
C -3.042 -4.138 2.056
C -3.287 -0.216 -6.560
H -1.343 -2.452 -1.729
C 7.805 4.875 0.035
H 1.008 -1.578 6.081
H 4.227 1.831 -1.164
C -1.250 -2.459 2.276
H -1.842 -0.448 4.695
O -0.121 -1.979 4.280
H 4.444 4.264 -2.227
H -2.883 -4.122 0.978
N -2.385 -0.992 -5.733
H 6.979 4.733 -1.897
H -5.103 1.045 -6.376
H -1.534 0.776 -4.889
N -1.794 -3.767 2.700
O -4.823 -0.133 -4.689
C 1.067 -1.546 4.993
C 8.148 5.176 2.445
H -3.897 -0.892 -7.161
H 5.386 3.887 0.483
O 3.436 2.683 0.586
O -2.143 -0.887 -2.958
C -1.921 -1.528 -1.702
H -0.593 0.375 1.239
H -2.631 -6.267 2.177
O -3.622 -5.454 3.876
C 3.134 1.417 1.216
H 9.163 5.518 2.642
H -1.340 2.007 1.158
H 2.711 2.640 -1.401
H 8.734 5.227 -0.413
H -4.701 -7.245 4.326
C 4.348 4.064 -1.160
H 3.710 0.595 0.790
H -2.340 1.022 -2.353
O 7.589 5.683 1.241
H -3.826 -3.421 2.300
H 3.331 1.601 2.273
H -1.209 -2.409 1.187
H 2.103 1.098 1.067
C -5.705 0.589 -3.835
H -1.923 -1.699 2.672
H -5.086 1.347 -3.356
H -6.154 -0.049 -3.074
H -1.435 2.216 -2.131
H 6.334 5.984 -0.735
H 8.008 4.105 2.594
O -2.568 0.429 0.876
O -2.524 -0.566 5.356
H -3.739 1.475 -5.300
H -3.692 -6.542 5.586
H -1.597 1.074 2.573
H 7.530 5.654 3.205
C 6.635 4.947 -0.886
C -1.284 -0.264 -5.101
C -3.422 -5.580 2.477
H -4.374 -5.935 2.083